The following is a DFT calculation (wB97M-V/def2-TZVPD) of a single C27H34O8 molecule.

Geometry (Å):
C 2.5567 -0.4898 -0.7839
C 1.4779 -0.1552 -0.0940
C 0.1474 -0.8288 -0.2626
H 0.2400 -1.6126 -1.0151
C -0.1428 -1.5508 1.0675
H -1.1353 -1.9999 1.0536
C 0.0008 -0.6873 2.3183
H -0.8301 0.0157 2.3799
H -0.0402 -1.3290 3.2009
C 1.2853 0.1502 2.3608
C 1.1753 1.1572 3.5103
H 0.4750 1.9426 3.2382
H 2.1379 1.6046 3.7421
H 0.8118 0.6567 4.4049
C 2.5461 -0.7178 2.5330
C 2.6152 -1.3775 3.8748
C 2.0967 -2.5877 4.2355
O 2.3467 -2.8457 5.5278
C 3.0416 -1.8036 6.0113
C 3.2378 -0.8674 5.0467
H 3.7711 0.0552 5.1346
H 3.3357 -1.8431 7.0409
H 1.5562 -3.3291 3.6812
H 2.5514 -1.4978 1.7584
O 3.7537 0.0264 2.3766
C 3.8768 1.1338 1.6448
O 4.9724 1.6110 1.5061
C 2.6467 1.7875 1.0461
C 1.4157 0.8829 0.9958
O 0.2305 1.6744 0.8565
C -0.4129 1.6426 -0.3931
C 0.4292 2.3295 -1.4773
C -0.4098 2.5684 -2.6969
O -0.4331 3.6236 -3.2770
C -1.2724 1.3836 -3.1434
C -0.9983 1.2108 -4.6497
H -0.0727 0.6665 -4.8224
H -1.8148 0.6950 -5.1485
H -0.9068 2.1966 -5.1012
C -2.7266 1.8497 -2.9850
H -2.9242 2.2180 -1.9818
H -3.4145 1.0435 -3.2161
H -2.9013 2.6728 -3.6746
C -0.8664 0.1090 -2.3587
H 0.1917 -0.0315 -2.6163
C -1.4868 -1.1974 -2.9468
O -0.5145 -2.2180 -2.9128
H -0.9300 -3.0018 -2.5137
C -2.7693 -1.7783 -2.3684
O -2.7889 -2.8786 -1.8662
O -3.8502 -1.0441 -2.5927
C -5.0869 -1.5809 -2.1339
H -5.8671 -0.9608 -2.5669
H -5.1911 -2.6180 -2.4570
H -5.1307 -1.5416 -1.0437
H -1.7216 -0.9967 -4.0014
C -0.8875 0.2159 -0.8010
C -2.2709 -0.0042 -0.1848
H -3.0267 0.5663 -0.7136
H -2.5543 -1.0511 -0.1984
H -2.2639 0.3244 0.8517
H 0.8026 3.2831 -1.0990
H 1.2817 1.7054 -1.7511
H -1.2941 2.2728 -0.2203
H 2.9153 2.1607 0.0566
H 2.4109 2.6620 1.6575
H 0.5736 -2.3749 1.1262
H 3.5193 -0.0294 -0.6410
H 2.5097 -1.2678 -1.5282

## Properties
**LUMO level**: 0.445 eV
**HOMO**: -8.91 eV
**Net charge**: 0
**DFT total energy**: -44930.4944 eV
**Frontier orbital gap**: 9.35 eV
**SMILES**: C=C1[C@H]2CC[C@@]3(C)[C@H](c4ccoc4)OC(=O)C[C@@]13O[C@H]1CC(=O)C(C)(C)[C@H]([C@@H](O)C(=O)OC)[C@]12C